Below is C8H20N2O10Sr as an isolated structure, with properties calculated with the ωB97M-V functional and the def2-TZVPD basis.

Geometry as ORCA input:
```
! RIJCOSX wB97M-V def2-TZVPD def2/J DEFGRID3
* xyz 0 1
Sr -0.6003 0.0422 0.5783
N -4.2223 0.1111 0.9039
O -5.0787 -0.7637 0.7034
O -4.2978 0.8972 1.8453
O -3.2347 0.2021 0.0845
N -1.0644 0.2506 4.4143
O -1.7820 1.2594 4.5407
O -0.7395 -0.4344 5.4079
O -0.6040 -0.0615 3.2708
C 1.1992 2.4532 -1.0968
O 0.4290 1.2772 -1.3366
C -0.5016 1.5117 -2.3867
C -1.0189 0.2042 -2.9720
O -1.5042 -0.5494 -1.8667
C -2.4680 -1.5213 -2.2051
H 1.8995 2.5595 -1.9327
H 1.8024 2.3703 -0.1960
H 0.6052 3.3676 -1.0399
H -0.0148 2.0386 -3.2165
H -1.3381 2.1317 -2.0505
H -0.1753 -0.3331 -3.4145
H -1.8300 0.4140 -3.6674
H -2.6368 -2.2397 -1.4058
H -2.2332 -2.0371 -3.1427
H -3.4626 -1.0862 -2.3570
C 1.9731 1.5115 2.5363
O 1.6266 0.4914 1.5993
C 2.7044 -0.3073 1.2029
C 2.3171 -1.6877 0.6763
O 1.2326 -1.5477 -0.2575
C 1.2406 -2.5860 -1.2473
H 2.5533 1.1055 3.3617
H 1.0330 1.9669 2.8408
H 2.5543 2.3091 2.0557
H 3.3214 -0.5227 2.0899
H 3.4002 0.2017 0.5221
H 2.0517 -2.3755 1.4827
H 3.1822 -2.1235 0.1731
H 1.1366 -3.5166 -0.6922
H 2.1346 -2.5416 -1.8707
H 0.4100 -2.4416 -1.9352
*
```

Computed properties:
ΔE to the lowest compared entry with this formula, charge and spin   0.0 kcal/mol

=====

Below is C13H20B3F3O8PS as an isolated structure, with properties calculated with the ωB97M-V functional and the def2-TZVPD basis.

Geometry as ORCA input:
```
! RIJCOSX wB97M-V def2-TZVPD def2/J DEFGRID3
* xyz -1 1
C 2.0564 -2.4678 1.4673
C 1.5579 -3.2938 0.2897
O 1.4388 -2.4639 -0.8482
C 0.2841 -2.6516 -1.6329
C -1.0004 -2.1843 -0.9417
B -1.3423 -0.6709 -1.1097
O -0.4680 0.2421 -1.6863
B -0.3207 1.4353 -0.9875
C 0.9635 2.3221 -1.1592
C 2.2216 1.5871 -0.7581
C 2.6934 0.5069 -1.5028
C 3.8550 -0.1443 -1.1243
C 4.5585 0.2654 -0.0003
C 4.1024 1.3318 0.7636
C 4.8450 1.7764 1.9958
C 2.9330 1.9807 0.3674
O -1.3265 1.8396 -0.1210
B -2.1884 0.8602 0.3094
P -2.7270 0.8116 2.1802
O -1.5396 1.1054 3.0475
O -2.5139 -0.1455 -0.5714
H 1.8463 -2.9522 2.4187
H 1.5786 -1.4873 1.4312
H 3.1256 -2.2860 1.3617
H 2.2686 -4.1001 0.0738
H 0.6045 -3.7723 0.5350
H 0.4470 -2.0496 -2.5282
H 0.1815 -3.6901 -1.9719
H -1.8636 -2.7809 -1.2514
H -0.9294 -2.3431 0.1404
H 1.0424 2.5966 -2.2161
H 0.8431 3.2294 -0.5696
H 2.1422 0.1726 -2.3723
H 4.2118 -0.9821 -1.7085
H 5.4542 -0.2717 0.2885
H 5.7421 1.1774 2.1453
H 4.2148 1.6481 2.8792
H 5.1083 2.8332 1.9491
H 2.5614 2.8107 0.9590
H -3.2166 -0.4829 2.4300
H -3.8117 1.6830 2.3549
C -6.0461 0.3681 -0.2024
F -7.1202 -0.2220 0.3390
F -5.1355 0.5208 0.7965
F -5.5168 -0.4943 -1.0805
S -6.4147 2.0100 -0.9561
O -6.9329 2.7458 0.1754
O -7.3688 1.6697 -1.9857
O -5.0988 2.4066 -1.4125
*
```

=====

| no. | calculated total energy (Ha) |
| --- | --- |
| 1 | -1209.21016 |
| 2 | -2223.37524 |